Entry 1:
ORCA calculation (ωB97M-V with the def2-TZVPD basis set) on an isolated ion of composition C5H12N2 and charge +2 in a non-equilibrium geometry.

Results
Orbital gap (hartree): 0.367
E_tot (Ha): -306.56050
Highest occupied orbital energy (eV): -18.1714
SMILES: C=[NH+]/C=C/CC[NH3+]
Strongest force on any atom (eV/Å): 1.88
Total charge: +2

Each line ends with the Löwdin charge.
Positions of all 19 atoms, in Å:
C: 2.130253 -2.775139 1.125849  0.219
N: 1.486599 -1.709160 1.400445  0.085
C: 0.377243 -1.326175 0.556798  -0.056
C: 0.082053 -0.056570 0.333831  -0.033
C: -1.048264 0.447508 -0.561383  -0.140
C: -0.671449 1.754768 -1.238128  -0.102
N: -1.844881 2.732942 -1.265373  0.225
H: 2.977720 -3.123589 1.690319  0.135
H: 1.861247 -3.439906 0.309905  0.141
H: 1.801475 -1.109530 2.158428  0.194
H: -0.257434 -2.127741 0.234172  0.144
H: 0.747266 0.725352 0.700483  0.128
H: -2.024999 0.384024 -0.081826  0.136
H: -1.122510 -0.353880 -1.287413  0.127
H: 0.118501 2.301255 -0.728534  0.130
H: -0.256115 1.641359 -2.227433  0.143
H: -2.109243 2.979819 -2.205897  0.173
H: -2.670320 2.337377 -0.823537  0.166
H: -1.677686 3.588364 -0.734128  0.183

Atomic forces in eV per Å
C 0.351 -0.707 0.192
N -0.063 -0.543 -1.190
C -0.486 0.829 0.686
C 0.192 0.844 -0.051
C 0.966 -1.610 -0.011
C -0.029 0.835 0.615
N 0.057 -0.321 0.306
H 0.237 0.366 0.504
H -0.419 0.365 -0.111
H -0.080 0.087 0.073
H 0.092 -0.498 -0.195
H -0.040 -0.185 0.277
H 0.055 0.597 0.407
H -0.275 0.089 -0.628
H -0.030 -0.153 0.421
H -0.453 -0.166 -0.496
H -0.144 0.305 -0.609
H -0.256 -0.307 -0.017
H 0.324 0.172 -0.173

Entry 2:
ORCA calculation (ωB97M-V with the def2-TZVPD basis set) on one molecule with the formula C5H11NOS.

Results
Orbital gap (hartree): 0.350
E_tot (Ha): -725.27495
Highest occupied orbital energy (eV): -8.6435
SMILES: CSCC[C@H](N)C=O
Strongest force on any atom (eV/Å): 0.96

Each line ends with the Löwdin charge.
Positions of all 19 atoms, in Å:
C: 3.262382 -1.149051 -0.536500  -0.421
S: 2.084775 0.010729 0.189521  0.793
C: 0.602055 -0.411527 -0.770070  -0.507
C: -0.452650 0.681147 -0.578149  -0.242
C: -1.299930 0.387270 0.670792  -0.394
N: -2.336439 -0.581674 0.356318  0.052
C: -1.838267 1.661760 1.329735  -0.218
O: -2.830041 1.660809 2.003960  0.060
H: 3.151795 -2.145660 -0.107476  0.033
H: 4.266109 -0.762658 -0.388742  0.027
H: 3.061963 -1.251682 -1.599476  0.028
H: 0.945792 -0.452373 -1.803154  0.068
H: 0.174273 -1.388976 -0.532204  0.085
H: 0.059250 1.639120 -0.442803  0.091
H: -1.128067 0.674457 -1.430811  0.115
H: -0.653240 -0.062291 1.433422  0.141
H: -2.740447 -0.974262 1.202632  0.081
H: -3.082603 -0.119686 -0.150923  0.081
H: -1.246718 2.584555 1.153927  0.124

Atomic forces in eV per Å
C -0.391 -0.318 0.020
S -0.045 -0.081 0.119
C 0.111 0.164 -0.392
C 0.105 -0.543 0.789
C -0.072 0.191 -0.048
N 0.084 -0.176 0.144
C 0.179 -0.414 -0.221
O -0.136 0.229 0.038
H 0.181 0.096 0.147
H 0.033 -0.058 0.066
H 0.100 0.202 -0.180
H -0.152 0.051 -0.131
H 0.138 0.062 0.182
H -0.193 0.059 -0.382
H 0.049 0.343 -0.171
H 0.121 0.058 0.020
H 0.013 0.193 -0.178
H -0.090 -0.087 0.039
H -0.035 0.028 0.139

Entry 3:
ORCA calculation (ωB97M-V with the def2-TZVPD basis set) on a 4-piece molecular cluster, C22H34NO10 overall in a non-equilibrium geometry.

Results
Orbital gap (hartree): 0.248
E_tot (Ha): -1665.56928
⟨S²⟩: 0.754
Highest occupied orbital energy (eV): -7.1623
Strongest force on any atom (eV/Å): 2.40
Spin multiplicity: 2

Each line ends with the Löwdin charge.
Positions of all 67 atoms, in Å:
C: -2.203017 -2.392893 1.466515  0.001
C: -1.494423 -1.134171 1.454715  -0.053
C: -0.301645 -0.840044 2.350505  -0.409
C: 0.143966 0.590207 2.177520  -0.112
C: 1.395207 1.035044 2.444369  0.016
C: -0.761693 -1.070375 3.803242  -0.076
C: 0.326945 -1.268717 4.878135  -0.442
C: 0.878131 0.104167 5.364398  -0.025
C: -0.340726 -1.910574 6.090727  -0.045
N: 1.499147 -2.075833 4.377867  -0.098
O: 1.901157 -2.924186 5.256211  -0.016
C: 1.332217 -2.770267 3.062784  -0.462
C: 2.739353 -3.205981 2.630820  -0.038
C: 0.481622 -4.052568 3.208552  -0.002
C: 0.819201 -1.842533 1.952358  -0.066
H: -2.037708 -3.182073 0.743780  0.043
H: -2.974832 -2.560746 2.211118  0.043
H: -1.844163 -0.349701 0.794536  0.082
H: -0.594013 1.291126 1.784728  0.112
H: 1.588513 1.859345 3.121184  0.064
H: 2.255528 0.598036 1.946108  0.063
H: -1.460211 -1.904484 3.853684  0.107
H: -1.321506 -0.185558 4.108198  0.131
H: 0.275914 0.932855 5.007413  0.071
H: 0.863637 0.147624 6.452506  0.075
H: 1.910575 0.236681 5.055915  0.079
H: -0.705275 -2.915437 5.891907  0.079
H: 0.294561 -1.881199 6.967638  0.080
H: -1.210308 -1.288447 6.314746  0.096
H: 2.735479 -3.556221 1.600884  0.091
H: 3.149674 -3.940758 3.315055  0.078
H: 3.392800 -2.332372 2.674681  0.087
H: 1.126678 -4.894172 3.433495  0.081
H: 0.003016 -4.246570 2.250313  0.077
H: -0.303912 -3.948305 3.950594  0.073
H: 1.675691 -1.309134 1.546123  0.097
H: 0.446307 -2.493216 1.167695  0.112
C: 2.320049 0.778872 -1.853701  -0.089
C: 1.537989 0.619768 -3.142443  -0.096
O: 0.212685 0.368832 -2.655724  0.069
C: 0.112191 0.893362 -1.422132  -0.565
O: -0.923078 1.001056 -0.839901  0.125
O: 1.312721 1.271063 -0.951248  0.063
H: 3.137829 1.489154 -1.929735  0.137
H: 2.700255 -0.170616 -1.472562  0.131
H: 1.526928 1.531303 -3.736134  0.108
H: 1.876517 -0.207508 -3.759811  0.139
C: 0.135037 3.445988 -7.515677  -0.103
C: 0.739879 2.112857 -7.911121  -0.106
O: 1.967721 2.103110 -7.166632  0.061
C: 1.823968 2.930441 -6.108677  -0.584
O: 2.585140 3.010746 -5.196664  0.143
O: 0.685260 3.644550 -6.208155  0.068
H: -0.950413 3.436568 -7.471103  0.132
H: 0.464057 4.262166 -8.160443  0.133
H: 0.130025 1.267740 -7.589366  0.134
H: 0.942392 2.025150 -8.974510  0.131
C: -3.520111 3.068707 -2.351488  -0.109
C: -3.715077 1.576157 -2.508833  -0.106
O: -4.064474 1.459020 -3.897982  0.063
C: -3.571376 2.535611 -4.547925  -0.579
O: -3.533759 2.655674 -5.730549  0.148
O: -3.114306 3.457868 -3.670286  0.059
H: -2.753205 3.326103 -1.626410  0.129
H: -4.445395 3.590272 -2.099976  0.131
H: -2.795055 1.022143 -2.330671  0.108
H: -4.506281 1.175293 -1.881164  0.134

Atomic forces in eV per Å
C 0.649 1.878 0.455
C -1.168 -1.865 -0.028
C -0.959 -0.147 -0.462
C 0.476 0.262 0.065
C -0.288 -0.233 -0.439
C 0.556 0.371 0.312
C 0.276 1.165 0.182
C 0.042 -0.241 0.189
C -0.317 0.117 -0.161
N -1.799 -1.571 0.231
O 0.824 0.521 0.122
C 0.730 -0.247 -0.633
C 0.135 0.648 0.238
C -0.134 0.502 -0.264
C -0.084 0.062 0.477
H -1.423 0.788 -1.373
H 1.376 -1.000 1.348
H 1.446 -0.489 -1.573
H -0.643 0.270 1.584
H -0.111 1.117 -1.222
H 0.296 -1.012 1.327
H 0.026 -0.228 -0.280
H -0.125 -0.014 0.020
H 0.027 0.087 -0.099
H 0.054 -0.051 0.079
H 0.028 0.131 -0.139
H 0.131 -0.140 0.060
H 0.162 -0.284 -0.004
H -0.074 0.015 0.029
H -0.070 -0.267 -0.006
H -0.038 -0.204 -0.076
H 0.077 0.027 -0.075
H -0.067 -0.099 0.332
H -0.079 -0.119 -0.019
H -0.015 -0.118 0.092
H -0.030 0.190 -0.011
H 0.078 0.064 -0.143
C 0.103 -0.003 -0.090
C 0.193 0.048 -0.126
O 0.008 -0.091 -0.081
C -0.043 -0.029 -0.114
O -0.082 0.255 0.160
O 0.076 -0.079 -0.086
H -0.099 0.126 0.075
H -0.065 -0.010 0.033
H 0.043 0.041 0.057
H -0.117 -0.092 0.057
C -0.128 -0.016 -0.151
C -0.125 -0.014 -0.076
O -0.022 0.005 -0.007
C -0.152 0.085 -0.003
O 0.128 -0.089 0.032
O 0.022 0.015 -0.021
H -0.004 -0.013 0.190
H 0.048 -0.010 0.005
H -0.009 0.017 0.035
H 0.167 0.012 0.028
C -0.028 -0.008 0.126
C 0.087 -0.113 0.134
O -0.023 0.124 0.008
C 0.046 -0.076 0.128
O 0.052 0.014 -0.145
O -0.041 0.012 0.012
H 0.116 0.018 -0.123
H -0.015 -0.003 -0.049
H 0.007 0.016 0.015
H -0.107 -0.030 -0.157

Entry 4:
ORCA calculation (ωB97M-V with the def2-TZVPD basis set) on a 2-piece molecular cluster, C5H14NO overall in a non-equilibrium geometry.

Results
Orbital gap (hartree): 0.341
E_tot (Ha): -328.54939
Highest occupied orbital energy (eV): -14.3244
Strongest force on any atom (eV/Å): 6.06
Total charge: +1

Each line ends with the Löwdin charge.
Positions of all 21 atoms, in Å:
C: 2.097205 -0.540023 2.025176  -0.078
C: 0.864822 -1.212093 1.274684  -0.250
C: 0.638460 -0.979909 -0.219035  -0.165
C: -0.403069 0.195223 -0.417884  -0.156
C: -0.743712 2.185683 1.240445  0.215
N: -0.316749 1.155646 0.611123  0.015
H: 2.184645 -1.052893 2.956575  0.068
H: 1.895697 0.481517 2.340300  0.057
H: 2.938534 -0.724686 1.366161  0.082
H: 0.033672 -1.030061 1.919459  0.096
H: 1.199403 -2.292520 1.353682  0.134
H: 0.390794 -1.915990 -0.768529  0.132
H: 1.570922 -0.534226 -0.747639  0.143
H: -1.257630 -0.540636 -0.299876  0.156
H: -0.587801 0.822390 -1.311320  0.153
H: 0.006666 2.845085 1.694276  0.140
H: -1.759896 2.461027 1.079297  0.117
H: 0.690791 1.054094 0.754052  0.127
H: -1.612420 0.081494 -4.367205  0.047
H: -2.758978 -1.056162 -4.074348  0.095
O: -1.929923 -0.572655 -3.699131  -0.129

Atomic forces in eV per Å
C -1.654 -0.331 -1.458
C 2.629 -1.694 0.630
C 2.313 2.899 -1.528
C -4.272 -4.057 -1.420
C -0.140 -0.571 -1.767
N 3.789 1.518 2.283
H 0.386 -0.575 0.534
H 0.434 0.460 -0.470
H 0.500 0.593 0.396
H -1.123 -0.300 0.041
H -1.034 1.011 0.011
H -0.303 1.036 0.375
H -0.802 -1.270 1.053
H -0.341 1.931 -0.188
H 0.631 -1.103 -0.167
H -0.564 -0.519 0.343
H -0.751 0.367 0.369
H 0.248 0.566 0.883
H -0.745 -1.009 0.530
H 2.378 1.569 0.722
O -1.580 -0.519 -1.173

Entry 5:
ORCA calculation (ωB97M-V with the def2-TZVPD basis set) on one molecule with the formula C4H8O3.

Results
Orbital gap (hartree): 0.415
E_tot (Ha): -382.92349
Highest occupied orbital energy (eV): -10.4439
SMILES: CCOC(=O)CO
Strongest force on any atom (eV/Å): 0.86

Each line ends with the Löwdin charge.
Positions of all 15 atoms, in Å:
C: 2.106036 0.249919 -0.114072  -0.074
C: 1.325131 -0.898469 0.455142  -0.177
O: -0.053609 -0.957442 0.008530  0.013
C: -0.799299 0.133269 0.148778  -0.483
O: -0.470578 1.219697 0.575903  0.102
C: -2.202220 -0.161893 -0.286687  -0.172
O: -2.807958 1.040610 -0.645851  -0.047
H: 2.518105 0.064312 -1.090609  0.076
H: 1.524619 1.137980 -0.194245  0.056
H: 2.940538 0.528244 0.510561  0.082
H: 1.342556 -0.857230 1.552876  0.132
H: 1.732226 -1.804655 0.025488  0.120
H: -2.183407 -0.832544 -1.162840  0.138
H: -2.723008 -0.644489 0.573753  0.145
H: -2.249133 1.782691 -0.356727  0.089

Atomic forces in eV per Å
C 0.466 0.499 -0.327
C 0.016 0.126 -0.072
O 0.522 0.447 0.260
C -0.150 -0.112 0.255
O -0.016 -0.640 -0.074
C -0.185 0.138 -0.157
O -0.634 0.549 -0.187
H 0.059 -0.391 -0.483
H -0.427 0.558 0.018
H 0.320 -0.197 0.418
H -0.089 -0.331 -0.329
H 0.070 -0.420 0.610
H -0.087 0.075 0.504
H 0.232 0.112 -0.552
H -0.097 -0.414 0.115

Entry 6:
ORCA calculation (ωB97M-V with the def2-TZVPD basis set) on C3H3Br3O as an isolated structure in a non-equilibrium geometry.

Results
Orbital gap (hartree): 0.361
E_tot (Ha): -7913.29423
Highest occupied orbital energy (eV): -9.7485
Strongest force on any atom (eV/Å): 4.14

Each line ends with the Löwdin charge.
Positions of all 10 atoms, in Å:
C: 1.495976 0.151861 0.392278  -0.121
C: 0.458376 -0.263199 -0.521052  -0.328
C: -1.416473 0.078935 -0.082832  -1.662
O: 1.016695 -1.181038 0.294185  -0.058
Br: -2.520407 -1.033981 -1.165444  0.613
Br: -1.548508 -0.336152 1.787319  0.642
Br: -1.719379 1.959319 -0.415261  0.577
H: 2.494769 0.301351 0.002451  0.115
H: 1.243071 0.672469 1.306204  0.098
H: 0.495884 -0.349567 -1.597851  0.122

Atomic forces in eV per Å
C 0.156 0.782 0.036
C -4.031 0.847 0.363
C 3.749 -0.169 -0.355
O 0.186 -1.240 0.157
Br 0.071 -0.011 -0.022
Br -0.177 0.039 -0.149
Br -0.005 -0.257 -0.015
H 0.072 0.058 0.033
H -0.085 0.015 0.058
H 0.064 -0.063 -0.105